Computed, not measured: 12 unconnected molecules or ions with the total composition C24H71N27O13PS at a distorted geometry, with ωB97M-V/def2-TZVPD.

Each line ends with the Mulliken charge.
Geometry (Å):
1 C -4.857 -1.894 -1.138  -0.816
2 C -3.346 -2.563 -0.981  0.230
3 O -3.178 -3.462 -0.008  -0.381
4 N -2.276 -2.154 -1.969  0.098
5 C -1.577 -3.437 -2.375  -0.727
6 C -1.300 -1.148 -1.379  0.234
7 C -2.056 0.064 -0.552  -0.214
8 C -1.115 1.395 -0.690  -0.056
9 C -0.578 2.034 0.716  -0.452
10 C -0.071 0.972 1.845  0.141
11 N 1.415 0.721 1.964  -0.387
12 C 1.656 -0.279 3.070  0.292
13 N 2.893 -0.758 3.420  -0.058
14 P 4.457 -0.266 2.671  0.087
15 C 4.310 -0.114 0.760  -0.582
16 O 5.687 -1.513 2.903  -0.554
17 N 0.261 -0.536 3.595  0.424
18 C -0.076 -1.459 4.781  -0.622
19 C -1.190 -2.611 4.400  -0.601
20 C -0.527 -3.923 3.630  -0.578
21 S -0.303 -3.484 1.815  -0.139
22 N -0.763 0.151 2.904  -0.229
23 H -4.936 -0.814 -0.680  0.247
24 H -5.651 -2.614 -0.625  0.119
25 H -5.128 -1.820 -2.274  0.337
26 H -0.781 -3.281 -3.251  0.252
27 H -1.045 -3.992 -1.471  0.185
28 H -2.401 -4.173 -2.797  0.299
29 H -0.730 -0.670 -2.311  -0.083
30 H -0.470 -1.614 -0.699  -0.011
31 H -3.074 0.260 -1.144  0.076
32 H -2.328 -0.197 0.555  0.233
33 H -0.202 1.259 -1.445  0.034
34 H -1.799 2.234 -1.195  0.245
35 H -1.363 2.810 1.151  0.034
36 H 0.375 2.697 0.434  0.313
37 H 2.963 -1.459 4.195  0.265
38 H 5.162 -0.657 0.165  0.524
39 H 4.254 1.057 0.543  0.233
40 H 3.247 -0.537 0.429  -0.065
41 H 6.415 -1.251 2.237  0.311
42 H -0.599 -0.769 5.603  0.269
43 H 0.874 -1.907 5.298  0.286
44 H -2.073 -2.156 3.750  0.293
45 H -1.600 -3.019 5.443  0.347
46 H 0.539 -4.114 4.125  0.309
47 H -1.207 -4.888 3.764  0.321
48 H 0.973 -4.032 1.467  0.077
49 H -1.794 0.145 3.069  0.357
50 C -3.676 4.972 0.915  0.685
51 O -3.590 3.998 0.184  -0.640
52 N -2.908 6.066 0.762  -0.415
53 N -4.545 5.039 1.940  -0.284
54 H -2.963 6.878 1.354  0.155
55 H -2.240 6.057 0.002  0.235
56 H -5.142 4.236 2.090  0.102
57 H -4.630 5.832 2.553  0.149
58 C 6.134 1.915 -2.217  0.502
59 O 6.386 1.274 -1.208  -0.596
60 N 6.018 1.346 -3.430  -0.335
61 N 5.951 3.247 -2.204  -0.343
62 H 5.811 1.857 -4.272  0.146
63 H 6.148 0.344 -3.483  0.261
64 H 6.030 3.715 -1.311  0.214
65 H 5.743 3.792 -3.024  0.154
66 C 5.769 4.477 1.886  0.700
67 O 5.356 4.524 0.739  -0.673
68 N 6.030 3.318 2.518  -0.264
69 N 6.001 5.579 2.622  -0.418
70 H 6.371 3.259 3.463  0.160
71 H 5.868 2.465 2.000  0.129
72 H 5.818 6.472 2.184  0.238
73 H 6.342 5.560 3.569  0.151
74 C -7.466 3.333 3.530  0.714
75 O -6.381 2.798 3.368  -0.660
76 N -8.230 3.113 4.616  -0.416
77 N -7.996 4.190 2.639  -0.382
78 H -9.127 3.544 4.767  0.161
79 H -7.869 2.475 5.312  0.223
80 H -7.453 4.383 1.807  0.218
81 H -8.888 4.640 2.755  0.188
82 C 4.669 -2.491 -2.835  0.609
83 O 5.161 -1.474 -3.299  -0.650
84 N 3.858 -2.483 -1.762  -0.211
85 N 4.895 -3.710 -3.356  -0.418
86 H 3.444 -3.309 -1.366  0.133
87 H 3.662 -1.584 -1.340  0.097
88 H 5.500 -3.761 -4.165  0.252
89 H 4.499 -4.559 -2.988  0.137
90 C 9.893 0.494 0.379  0.716
91 O 10.123 1.594 -0.098  -0.779
92 N 8.673 -0.073 0.344  -0.108
93 N 10.837 -0.250 0.982  -0.366
94 H 8.464 -0.978 0.732  0.110
95 H 7.933 0.454 -0.101  0.134
96 H 11.770 0.140 1.029  0.247
97 H 10.667 -1.157 1.380  0.153
98 C -8.592 -2.817 -1.959  0.696
99 O -7.570 -2.797 -2.627  -0.676
100 N -8.924 -3.855 -1.170  -0.322
101 N -9.476 -1.804 -1.951  -0.260
102 H -9.761 -3.891 -0.613  0.145
103 H -8.285 -4.639 -1.147  0.215
104 H -9.264 -1.003 -2.531  0.127
105 H -10.323 -1.803 -1.408  0.129
106 C -11.130 1.032 -0.661  0.687
107 O -11.579 0.171 -1.401  -0.686
108 N -10.182 1.904 -1.051  -0.337
109 N -11.543 1.188 0.610  -0.365
110 H -9.800 2.620 -0.457  0.138
111 H -9.843 1.821 -2.001  0.211
112 H -12.256 0.552 0.943  0.218
113 H -11.185 1.891 1.234  0.134
114 C 0.836 0.780 -4.502  0.767
115 O 1.041 1.278 -3.406  -0.697
116 N 1.535 -0.273 -4.965  -0.365
117 N -0.106 1.238 -5.345  -0.437
118 H 1.381 -0.696 -5.864  0.145
119 H 2.254 -0.649 -4.361  0.162
120 H -0.655 2.030 -5.036  0.229
121 H -0.290 0.842 -6.251  0.148
122 C 12.066 1.164 -3.136  0.641
123 O 12.009 -0.051 -3.021  -0.684
124 N 11.591 2.006 -2.201  -0.297
125 N 12.610 1.768 -4.208  -0.387
126 H 11.628 3.008 -2.278  0.160
127 H 11.173 1.591 -1.378  0.215
128 H 12.980 1.171 -4.935  0.236
129 H 12.666 2.766 -4.320  0.160
130 C -6.039 -6.253 0.691  0.538
131 O -7.071 -6.163 0.045  -0.666
132 N -5.072 -5.319 0.651  -0.112
133 N -5.777 -7.294 1.501  -0.404
134 H -4.215 -5.376 1.176  0.135
135 H -5.229 -4.518 0.053  0.049
136 H -6.480 -8.020 1.561  0.237
137 H -4.933 -7.387 2.041  0.145

As for the total charge: +1. The HOMO energy is -9.9 eV. The value obtained for the maximum force is 7.551 eV/Å. The total energy is -4153.0803 hartree.